1.
Formula: C18H55N10O11
Source: OMol25
Level of theory: wB97M-V/def2-TZVPD

The geometry in XYZ format:
```
94
Properties=species:S:1:pos:R:3:forces:R:3:lowdin_charge:R:1
H 4.35149 5.57383 2.14106 0.3 0.4 0.3 0.0464
N 7.75208 -5.03692 -1.35466 2.0 -0.9 0.4 0.1302
C -2.79055 -3.18341 5.51692 -0.5 4.2 0.7 -0.4633
H -0.39432 -1.35959 -0.48541 -1.0 -0.3 0.1 0.0507
H 5.37829 5.14840 -2.63662 -0.5 -0.6 -1.2 0.0722
H -4.13876 -1.80905 6.70691 0.0 0.2 -0.5 0.0692
H 5.44269 2.69014 0.14779 0.2 0.3 0.4 0.0729
C -3.86790 -2.85568 6.56798 0.2 1.3 0.8 -0.0730
C 0.77770 0.31425 -0.07021 0.9 1.1 -0.3 -0.1738
H 1.66305 0.57096 0.51148 0.4 0.0 0.0 0.0376
H -5.27907 -0.71301 -1.62343 0.5 -0.4 0.8 0.0912
O -5.05921 0.97079 3.76566 -0.3 0.4 -0.7 -0.0919
H -3.55550 -0.80228 -1.36192 0.0 0.5 -0.5 0.1123
H -0.82098 -2.61006 4.82728 0.1 0.4 -0.3 0.1287
N -1.29755 -5.95580 1.86816 3.1 2.0 4.3 0.1863
H 5.14775 -3.42237 -1.22980 -0.2 0.7 0.6 0.1302
N -5.43929 -0.90582 -3.83852 -4.6 -1.0 -3.9 0.1463
N 6.13538 -3.56758 -1.07618 -0.9 1.8 0.9 0.1616
H 1.34618 -0.33182 -5.42377 -0.2 0.2 0.1 0.1130
H -4.27967 0.95050 4.32558 0.1 -0.2 0.1 0.0667
H 6.58590 -3.48552 -0.17596 -0.9 0.6 0.1 0.1034
N -1.23635 4.67805 -3.25211 2.9 -0.8 6.1 0.1793
H 0.20165 -0.17030 5.97494 -0.3 -0.9 0.6 0.0871
C 2.30624 -1.50729 -6.92618 -1.7 -1.2 0.0 -0.2444
N -4.34102 -0.75729 -1.99519 -0.9 0.0 2.4 0.1495
H -3.70178 1.67086 2.39313 0.0 0.1 -0.4 0.1104
H 3.71052 4.24100 1.64632 -0.2 -0.5 0.0 0.0589
N -2.10019 4.24710 -5.09799 -3.4 -6.0 -6.0 0.1785
H 0.46810 -0.28955 -7.01211 0.2 0.3 -0.1 0.1017
H 4.34989 3.23788 -1.02487 -0.5 0.7 0.2 0.0758
H -2.18148 3.31164 -4.72597 -0.3 0.0 -0.5 0.1234
C 0.62024 -1.21562 -0.11388 1.1 -0.8 -1.4 -0.5980
H -0.94092 5.37906 -2.58773 0.3 -0.5 0.0 0.1260
C 5.21377 3.57214 -0.45035 0.3 0.4 0.1 -0.0595
C -4.73989 1.85961 2.66661 0.1 0.8 1.6 -0.1994
H 4.70980 6.62902 -3.46101 0.0 -0.4 -0.2 0.0875
H -1.79076 -5.91872 2.74877 0.7 0.6 0.1 0.0984
H -6.47102 3.50718 4.17943 -0.2 -0.1 -0.1 0.0833
C -1.70377 5.13851 -4.33613 0.3 6.0 0.1 -0.8791
H -6.21036 -1.42646 -3.44545 0.8 0.1 0.6 0.1115
C 4.39884 6.08822 -0.25167 -0.4 -0.6 -0.7 -0.2273
C 1.00791 -0.90139 -6.28937 0.5 -1.4 0.0 -0.2089
H -0.98905 3.70578 -3.13523 0.0 0.4 0.3 0.1257
O 2.98323 -2.33737 -5.97730 0.3 1.0 -0.4 -0.0533
H 6.20876 5.20088 0.54153 0.1 0.1 -0.1 0.1230
H -1.06998 -2.48661 6.56786 0.5 -0.2 0.3 0.1193
H -4.42301 3.39996 4.15187 0.8 0.2 -0.2 0.1129
C -4.36891 -0.41468 -3.29677 2.6 -0.7 1.9 -0.7815
H -4.38605 3.98445 2.40543 0.2 0.2 0.3 0.1158
H 4.37018 6.98372 0.36909 0.3 -0.3 0.5 0.1196
O 5.82278 -5.26036 -2.53563 0.9 0.5 0.9 0.0135
H 8.05412 -5.98763 -1.51284 -0.1 0.4 -0.1 0.1056
O 0.12463 -1.97713 -5.86391 1.0 0.5 -0.7 -0.0739
H -4.78820 -3.41995 6.41717 0.0 0.0 -0.3 0.0719
C 5.17282 4.90135 0.38282 -0.4 -0.3 0.5 -0.3727
O 4.82109 6.60755 -1.48477 0.1 0.7 -0.1 -0.2098
O -1.79848 6.32676 -4.62483 0.0 1.3 0.3 0.0093
H 8.30621 -4.41640 -0.78198 0.0 -0.5 -0.1 0.0924
C 4.56834 5.87621 -2.68553 1.0 0.5 1.3 -0.0808
H -3.51177 -3.14528 7.55662 0.2 -0.2 0.1 0.0748
O -6.18684 3.77018 3.30098 -0.8 0.3 -0.1 -0.0666
H 6.01493 3.66582 -1.18349 0.1 0.0 0.0 0.0600
H 3.56166 5.46036 -2.72744 0.0 -0.2 0.0 0.0901
H 3.36724 5.75818 -0.37407 -0.4 -0.2 0.2 0.1179
C -1.51398 -2.26909 5.59644 -1.2 -1.5 1.1 -0.1917
H -3.77344 -6.89195 0.43273 0.1 -0.4 0.3 0.1222
H -5.42534 1.66691 1.84130 0.1 -0.1 0.1 0.1152
H 2.88823 -0.77589 -7.48693 0.4 0.5 0.8 0.1060
H -0.38606 -0.05525 4.33845 -0.1 -0.4 -0.2 0.0891
H -3.23973 -2.91314 4.56125 0.1 -0.6 -0.4 0.1392
N 4.61553 4.67125 1.77263 0.1 0.0 -1.3 0.0232
N -2.53969 -4.53438 5.68580 0.5 -2.7 -1.2 0.0234
C -1.97065 -6.42694 0.89760 2.6 -0.1 -4.8 -0.8498
O 1.49922 -2.00791 -0.83786 -0.6 1.6 1.0 -0.3984
H -3.54562 -6.83961 2.13142 0.3 0.3 -0.2 0.1073
N -3.13215 -6.82400 1.21005 -7.3 -2.5 1.1 0.1513
C -4.86087 3.35121 3.15488 0.1 -1.6 -0.6 -0.2522
C 6.51178 -4.65842 -1.69927 -1.0 -2.6 -2.7 -0.7432
H 0.87618 0.84552 -1.01686 0.2 -0.4 -0.6 0.0352
H -3.48427 -4.86642 5.81856 0.3 -1.1 0.1 0.0675
H -5.57223 -0.80475 -4.83462 0.3 0.4 0.2 0.1148
H -0.01767 0.89111 0.40172 -0.7 -0.4 0.5 0.0274
H 0.65640 -1.41375 0.95736 -0.4 -0.7 0.9 0.0489
O -3.47037 0.10862 -3.88501 1.4 1.3 -1.4 0.0523
H 3.88038 -2.00511 -5.89772 0.1 -0.1 0.3 0.0780
H -1.10110 0.91205 5.58423 0.2 0.2 0.0 0.0809
O -1.58076 -6.53058 -0.25566 0.5 0.3 -0.8 0.0332
H -0.61592 -1.59610 -5.38643 0.1 0.1 0.2 0.0734
H 2.05959 -2.19880 -7.73184 -0.7 -0.1 -0.1 0.1023
H -0.48735 -5.38170 1.68359 -0.1 -0.2 0.2 0.1369
H -2.78527 4.56225 -5.76990 0.3 -0.4 -0.2 0.1339
H -2.00939 -4.78114 6.50919 0.1 0.3 0.2 0.0835
C -0.70732 -0.08354 5.37966 -0.8 1.6 -0.6 -0.1124
O -1.84899 -0.89990 5.59414 0.8 -0.6 -0.3 -0.1818
```
Forces are in eV/Å.

## Properties
Total energy ... -2093.8959 Eh
Largest force on an atom ... 0.1778 Eh/bohr
E_HOMO ... -2.5 eV
Net charge ... -1
Orbital gap ... 4.5 eV
LUMO ... 2.0 eV

2.
Formula: H16O8V
Source: OMol25
Level of theory: wB97M-V/def2-TZVPD

The geometry in XYZ format:
```
25
Properties=species:S:1:pos:R:3:forces:R:3:lowdin_spin:R:1
O -0.22000 10.13500 13.21400 -0.2 -0.2 0.2 0.0243
H -0.93600 12.13400 10.24700 0.4 0.6 0.5 0.0005
H -2.66500 10.61400 10.26600 -0.4 -0.2 0.2 0.0006
H 0.69600 9.82800 8.49400 0.3 0.1 -0.4 0.0016
H 0.52700 10.64900 13.54500 -0.2 0.1 0.2 0.0006
H -0.85200 9.93100 8.45400 -0.4 0.0 -0.6 0.0018
O -0.82600 11.89800 11.18300 0.0 -0.6 -0.4 0.0077
O -1.75600 7.91200 12.43400 -0.3 -0.1 0.0 0.0274
H 1.25500 8.09200 12.63800 0.9 0.7 2.6 0.0009
O 1.79500 10.45900 10.94500 -1.3 -2.4 0.3 0.0150
H 2.28600 11.22800 10.79500 1.0 2.2 -0.2 0.0000
H -2.71300 7.90800 12.30000 0.1 -0.1 0.3 0.0011
V -0.35300 9.49000 11.13700 1.0 1.2 0.6 2.8025
H -1.03100 10.39100 13.68900 0.5 -0.1 0.0 0.0022
O -2.40500 9.70200 10.46200 0.8 1.5 0.2 0.0301
H -3.10100 9.13100 10.21600 -1.4 -1.0 -0.5 0.0029
H 2.30400 9.76400 10.51500 0.3 -0.2 0.2 0.0010
O -0.09400 9.87900 9.03000 0.0 0.0 0.2 0.0235
H -0.21000 12.52600 11.60700 -0.5 -0.2 -0.5 0.0001
O 1.00400 7.84500 11.78800 -0.6 -1.8 -2.1 0.0241
H -1.49200 6.98800 12.53500 -0.2 0.1 0.2 0.0010
O -0.83400 7.35000 9.81900 1.2 1.4 -1.1 0.0266
H -0.82900 7.72600 8.91100 0.0 -0.8 0.8 0.0005
H 0.96200 6.85500 11.81700 0.0 1.2 -0.4 0.0029
H -1.58400 6.79600 9.87500 -1.3 -1.2 0.0 0.0010
```
Forces are in eV/Å.

## Properties
Total energy ... -1555.0054 Eh
Spin multiplicity ... 4
Largest force on an atom ... 0.0561 Eh/bohr
E_HOMO (spin up / spin down) ... -15.3 / -18.9 eV
Net charge ... +2
⟨S²⟩ ... 3.7519
Orbital gap (spin up / spin down) ... 8.6 / 12.2 eV
LUMO (spin up / spin down) ... -6.7 / -6.7 eV

3.
Formula: C26H46O2P2Sc
Source: OMol25
Level of theory: wB97M-V/def2-TZVPD

The geometry in XYZ format:
```
77
Properties=species:S:1:pos:R:3:forces:R:3:lowdin_charge:R:1
C 3.46541 -2.71343 -0.83576 0.7 -0.5 1.2 -0.1741
C -2.31263 -1.97495 -3.28464 -0.1 0.0 0.3 -0.2838
C 2.06853 -0.03032 2.48288 0.6 -0.4 -0.6 -0.0272
H 0.68851 -3.03391 -1.65812 -0.2 0.1 0.1 0.0830
H 3.70786 -1.98689 1.22063 0.1 -0.1 -0.2 0.1020
H 1.22675 -1.13944 4.94491 -0.2 0.0 0.0 0.0873
H 0.77302 3.72934 1.11560 0.1 -0.3 -0.1 0.0956
H -1.12935 1.23096 6.44168 0.0 0.3 -0.3 0.0855
H 4.10681 -0.92010 -1.89828 -0.5 -0.2 -0.3 0.1112
H -2.49737 1.50808 5.36158 0.2 0.2 0.1 0.0958
H 1.08944 3.13856 -3.64946 0.1 -0.2 -0.1 0.0358
C 0.90543 0.76149 2.93688 -0.5 0.9 0.3 -0.2375
H -3.21368 -1.36747 -3.44763 0.2 -0.2 0.1 0.0407
H 3.79819 -3.72961 1.02361 -0.3 0.3 0.0 0.1241
C 0.80975 -1.08629 -0.75530 -0.5 0.2 -0.3 -0.2523
H 1.92914 0.08118 -2.25636 0.3 -0.1 0.4 0.0759
H -0.75901 -2.56920 -0.77416 0.4 -0.1 0.1 0.0957
H 0.13758 4.73984 3.77898 -0.2 -0.2 -0.1 0.1058
H -1.49288 4.24286 4.24121 0.0 0.1 -0.2 0.0811
C 0.65171 2.23863 -4.09736 0.1 0.0 0.4 -0.3080
P -1.12310 2.16044 -3.55943 0.2 0.3 -1.5 0.7795
H 2.91597 -3.53372 -1.32850 0.2 0.4 0.0 0.1232
P -0.82406 -0.88479 -3.39226 -0.1 -1.0 -2.1 0.8661
C -1.72154 1.19338 -5.07035 -0.3 0.2 0.5 -0.4569
H -2.81858 1.18813 -5.01933 0.1 0.0 0.0 0.0745
C 0.37242 -2.17063 -4.04250 0.0 0.1 0.3 -0.2677
H 0.72923 2.31707 -5.18891 -0.1 0.0 0.2 0.0511
H -2.67340 3.89981 -4.27932 0.2 0.1 0.0 0.0355
H -3.07572 -1.41952 4.33651 0.0 0.1 -0.3 0.0998
H 2.22092 2.70058 1.22005 -0.5 -0.1 -0.4 0.1182
H -1.88915 -0.89271 -5.61186 0.3 0.1 0.0 0.0798
H -0.05436 -0.53383 5.98841 0.0 0.0 -0.2 0.0827
H 2.10746 -1.03258 2.93003 -0.1 0.4 -0.2 0.0716
C 1.11635 2.69436 1.24332 0.4 0.5 -0.1 -0.0288
H 0.76512 2.07541 0.38133 0.3 0.3 -0.3 0.0758
H -1.51430 2.88877 5.91060 -0.1 -0.4 0.0 0.0865
H 0.04474 -4.10309 0.76579 -0.3 0.8 0.8 0.1084
C 3.21331 -1.38790 -1.46719 0.0 0.3 -0.6 -0.1051
H 0.21971 -2.34164 -5.11043 -0.1 0.0 0.1 0.0424
C 0.21714 -0.71901 4.94412 -0.1 -0.4 0.2 -0.0053
H 4.54614 -2.90005 -0.97901 -0.5 -0.2 0.0 0.1138
C -2.77315 -0.46912 2.44677 0.2 0.1 -0.2 -0.5822
C -1.58433 3.78581 -4.30287 -0.1 0.2 0.3 -0.3367
H -2.26053 -2.77383 -4.04041 -0.1 0.3 0.3 0.0505
H -1.12056 4.58613 -3.71769 -0.2 0.0 -0.1 0.0298
Sc -1.27057 1.25323 1.54391 1.1 -0.7 2.5 1.3466
H 1.74950 -3.13532 2.30707 0.4 -1.1 -0.2 0.0988
H -0.02146 -0.45039 -1.11619 0.4 -0.3 0.0 0.0213
O -3.06862 0.77032 2.56328 0.3 -0.2 -0.4 -0.0670
H -3.32521 -2.48997 2.94830 0.0 0.0 -0.1 0.0947
H -1.44022 1.74531 -5.97577 -0.1 0.1 0.2 0.0742
H -4.55558 -1.25517 3.37317 0.4 0.0 -0.1 0.1057
C -1.16837 -0.21913 -5.12524 0.0 -0.1 0.4 -0.4325
C 0.15399 0.51454 4.12079 -0.1 0.7 -0.9 -0.1955
H -0.23053 -0.25209 -5.70433 -0.3 0.1 0.3 0.0779
H 3.01734 0.47801 2.72252 -0.3 0.0 0.1 0.1139
H 0.95879 -0.75330 0.27581 0.2 -0.3 -0.1 0.0615
H 1.39367 -1.82224 -3.87808 0.0 -0.1 -0.1 0.0268
H 2.07610 -0.14636 1.39449 0.2 -0.1 0.3 0.0551
C 0.61939 2.11088 2.50782 -0.3 -1.0 0.6 -0.3729
C -0.59586 1.67603 4.40699 0.1 0.0 -0.7 -0.2068
H 0.24052 -3.11887 -3.52237 0.1 0.0 -0.1 0.0286
C 0.75361 -3.32017 0.48116 -0.1 0.2 0.2 -0.0913
O -1.81139 -0.76835 1.62406 -0.8 0.3 0.8 -0.0794
H 1.22353 1.36926 -3.75557 -0.1 0.2 -0.1 -0.0009
C 1.84127 -3.04602 1.22052 -0.4 -0.8 0.0 -0.1411
H -1.08303 4.49493 2.53456 -0.1 0.1 0.0 0.0791
H -1.24257 3.85183 -5.34360 -0.1 0.0 0.3 0.0409
C -3.48209 -1.48036 3.31687 0.1 0.1 -0.3 0.0428
C -1.47168 1.83820 5.59067 -0.5 0.1 0.4 -0.0133
C -0.32654 2.67182 3.41240 0.1 -0.8 -0.1 -0.2821
C 2.03278 -0.79184 -1.60491 -0.2 0.9 0.9 -0.1326
C 3.23275 -2.83370 0.70356 0.4 1.0 -0.2 -0.1786
H -0.46834 -1.48580 4.56089 0.2 0.0 0.1 0.0894
H -2.35049 -2.41199 -2.27729 -0.2 0.0 -0.3 0.0179
C -0.71420 4.10707 3.48734 -0.2 0.4 0.1 -0.0237
C 0.34456 -2.54716 -0.74059 0.0 -0.6 -0.6 -0.2008
```
Forces are in eV/Å.

## Properties
Total energy ... -2611.9449 Eh
Largest force on an atom ... 0.0546 Eh/bohr
E_HOMO ... -10.4 eV
Net charge ... +1
Orbital gap ... 6.2 eV
LUMO ... -4.2 eV